Here is a 11-piece molecular cluster, C40H84N4O18 overall at a distorted geometry from the OMol25 dataset. Energies are from the ωB97M-V functional and the def2-TZVPD basis.

Last columns: bonded neighbours and bond lengths (Å).
Geometry (Å):
1 O 22.0056 17.2350 10.5417  C2 1.228
2 C 20.9384 17.7660 10.8368  O1 1.228, O3 1.326, C6 1.541
3 O 19.8320 17.1002 11.1369  C2 1.326, C4 1.370
4 C 19.8044 15.7414 11.3095  O3 1.370, C5 1.561, H7 1.090, H8 1.090
5 C 19.7115 14.9916 9.9434  C4 1.561, H9 1.090, H10 1.090, H11 1.090
6 C 20.7048 19.2870 10.9258  C2 1.541, H12 1.090, H13 1.090, H14 1.090
7 H 18.9528 15.4766 11.9362  C4 1.090
8 H 20.5846 15.2800 11.9149  C4 1.090
9 H 19.0688 15.4837 9.2134  C5 1.090
10 H 19.4795 13.9273 9.9844  C5 1.090
11 H 20.7405 15.0182 9.5848  C5 1.090
12 H 21.5970 19.8083 10.5790  C6 1.090
13 H 20.5042 19.7193 11.9061  C6 1.090
14 H 19.8772 19.6449 10.3134  C6 1.090
15 O 12.1014 21.9972 13.9624  C16 1.213
16 C 11.3099 21.1055 13.7420  O15 1.213, O17 1.373, C20 1.533
17 O 10.1097 21.2875 13.1004  C16 1.373, C18 1.448
18 C 9.5601 22.5967 12.8190  O17 1.448, C19 1.568, H21 1.090, H22 1.090
19 C 9.0088 23.2862 14.1152  C18 1.568, H23 1.090, H24 1.090, H25 1.090
20 C 11.6405 19.6608 14.1359  C16 1.533, H26 1.090, H27 1.090, H28 1.090
21 H 8.7292 22.4987 12.1204  C18 1.090
22 H 10.3613 23.1940 12.3839  C18 1.090
23 H 8.8963 24.3701 14.1387  C19 1.090
24 H 9.8041 23.0769 14.8306  C19 1.090
25 H 8.1403 22.7684 14.5222  C19 1.090
26 H 12.7280 19.5874 14.1262  C20 1.090
27 H 11.0849 18.9032 13.5833  C20 1.090
28 H 11.4374 19.4455 15.1849  C20 1.090
29 O 12.2349 9.8391 16.5088  C30 1.248
30 C 11.0979 10.3404 16.6274  O29 1.248, O31 1.383, C34 1.545
31 O 10.5297 11.1358 15.6489  C30 1.383, C32 1.422
32 C 11.1495 11.3497 14.3868  O31 1.422, C33 1.489, H35 1.090, H36 1.090
33 C 12.0848 12.5063 14.4467  C32 1.489, H37 1.090, H38 1.090, H39 1.090
34 C 10.3406 10.2302 17.9693  C30 1.545, H40 1.090, H41 1.090, H42 1.090
35 H 10.3747 11.5885 13.6583  C32 1.090
36 H 11.5966 10.4456 13.9737  C32 1.090
37 H 12.9496 12.3086 15.0801  C33 1.090
38 H 11.5339 13.3766 14.8032  C33 1.090
39 H 12.4111 12.6290 13.4140  C33 1.090
40 H 10.2440 9.1736 18.2190  C34 1.090
41 H 9.2963 10.4853 17.7889  C34 1.090
42 H 10.8904 10.7385 18.7614  C34 1.090
43 O 11.4975 11.2966 7.4350  C44 1.228
44 C 12.4583 10.6207 7.7931  O43 1.228, O45 1.291, C48 1.485
45 O 13.5309 11.0432 8.3753  C44 1.291, C46 1.444
46 C 13.6689 12.3925 8.8694  O45 1.444, C47 1.555, H49 1.090, H50 1.090
47 C 14.1309 13.4202 7.7980  C46 1.555, H51 1.090, H52 1.090, H53 1.090
48 C 12.5353 9.1462 7.6324  C44 1.485, H54 1.090, H55 1.090, H56 1.090
49 H 14.4151 12.3622 9.6634  C46 1.090
50 H 12.7587 12.6989 9.3849  C46 1.090
51 H 13.3262 13.7209 7.1270  C47 1.090
52 H 14.9376 13.0125 7.1888  C47 1.090
53 H 14.5269 14.2810 8.3368  C47 1.090
54 H 13.3472 8.6277 8.1423  C48 1.090
55 H 12.4518 8.8541 6.5855  C48 1.090
56 H 11.6791 8.7968 8.2094  C48 1.090
57 O 17.8785 9.1276 13.6727  C58 1.218
58 C 17.0579 9.6102 12.9133  O57 1.218, O59 1.377, C62 1.515
59 O 16.2063 10.6476 13.2188  C58 1.377, C60 1.476
60 C 16.2753 11.2592 14.5600  O59 1.476, C61 1.573, H63 1.090, H64 1.090
61 C 15.6681 10.3462 15.6875  C60 1.573, H65 1.090, H66 1.090, H67 1.090
62 C 16.8341 9.0744 11.5138  C58 1.515, H68 1.090, H69 1.090, H70 1.090
63 H 15.6842 12.1733 14.5054  C60 1.090
64 H 17.2482 11.6211 14.8924  C60 1.090
65 H 16.1669 9.4225 15.9808  C61 1.090
66 H 14.6482 10.0658 15.4243  C61 1.090
67 H 15.5138 11.0031 16.5435  C61 1.090
68 H 17.2509 9.6785 10.7080  C62 1.090
69 H 15.7702 9.0242 11.2818  C62 1.090
70 H 17.3651 8.1234 11.4721  C62 1.090
71 O 13.9761 14.0156 11.7686  C72 1.258
72 C 15.1671 14.4102 11.6708  O71 1.258, O73 1.336, C76 1.557
73 O 15.7118 15.5204 12.1776  C72 1.336, C74 1.456
74 C 14.8741 16.6053 12.6681  O73 1.456, C75 1.533, H77 1.090, H78 1.090
75 C 14.4589 16.3576 14.1225  C74 1.533, H79 1.090, H80 1.090, H81 1.090
76 C 16.2898 13.4912 11.1048  C72 1.557, H82 1.090, H83 1.090, H84 1.090
77 H 13.9511 16.9006 12.1693  C74 1.090
78 H 15.4901 17.5036 12.7098  C74 1.090
79 H 15.3348 16.2688 14.7651  C75 1.090
80 H 13.9237 15.4085 14.1516  C75 1.090
81 H 13.8241 17.1398 14.5390  C75 1.090
82 H 17.2375 13.4988 11.6431  C76 1.090
83 H 16.5882 13.8298 10.1126  C76 1.090
84 H 15.9302 12.4642 11.1701  C76 1.090
85 O 11.1546 16.5760 14.5120  C86 1.210
86 C 10.4787 15.9023 13.7678  O85 1.210, O87 1.339, C90 1.536
87 O 9.3424 15.2859 14.1181  C86 1.339, C88 1.437
88 C 8.6351 15.5431 15.3418  O87 1.437, C89 1.500, H91 1.090, H92 1.090
89 C 7.9842 16.8945 15.3795  C88 1.500, H93 1.090, H94 1.090, H95 1.090
90 C 10.9786 15.6071 12.3463  C86 1.536, H96 1.090, H97 1.090, H98 1.090
91 H 9.3313 15.4698 16.1772  C88 1.090
92 H 7.9194 14.7233 15.4032  C88 1.090
93 H 8.7143 17.7024 15.3308  C89 1.090
94 H 7.3352 17.0756 16.2363  C89 1.090
95 H 7.3840 16.9936 14.4750  C89 1.090
96 H 10.2885 15.8267 11.5316  C90 1.090
97 H 11.1725 14.5423 12.2177  C90 1.090
98 H 11.9603 16.0688 12.2408  C90 1.090
99 C 17.0850 14.8963 18.6551  C100 1.524, H104 1.090, H105 1.090, H106 1.090
100 C 17.2914 15.2233 17.1813  C99 1.524, O101 1.208, N102 1.363
101 O 16.9570 16.3205 16.8033  C100 1.208
102 N 17.8319 14.3354 16.2998  C100 1.363, C103 1.478, H107 1.010
103 C 18.0840 14.5806 14.8645  N102 1.478, H108 1.090, H109 1.090, H110 1.090
104 H 17.4531 13.9106 18.9396  C99 1.090
105 H 16.0468 15.1868 18.8163  C99 1.090
106 H 17.6837 15.4903 19.3456  C99 1.090
107 H 18.3429 13.5629 16.7025  N102 1.010
108 H 17.5068 15.3801 14.3999  C103 1.090
109 H 17.7642 13.7631 14.2182  C103 1.090
110 H 19.1440 14.7912 14.7227  C103 1.090
111 C 16.6374 18.3053 10.0560  C112 1.518, H116 1.090, H117 1.090, H118 1.090
112 C 15.6615 17.2862 9.4964  C111 1.518, O113 1.223, N114 1.312
113 O 16.0926 16.3065 8.9040  C112 1.223
114 N 14.4079 17.6383 9.6562  C112 1.312, C115 1.444, H119 1.010
115 C 13.3166 16.8267 9.1709  N114 1.444, H120 1.090, H121 1.090, H122 1.090
116 H 16.6607 18.3921 11.1423  C111 1.090
117 H 16.3927 19.3103 9.7123  C111 1.090
118 H 17.6758 18.1226 9.7794  C111 1.090
119 H 14.1627 18.4592 10.1911  N114 1.010
120 H 12.4093 17.4297 9.2053  C115 1.090
121 H 13.1667 16.0126 9.8801  C115 1.090
122 H 13.4392 16.4875 8.1423  C115 1.090
123 C 19.2323 18.1304 14.2933  C124 1.501, H128 1.090, H129 1.090, H130 1.090
124 C 18.0280 19.0260 14.2694  C123 1.501, O125 1.228, N126 1.356
125 O 18.0375 20.0815 13.6412  C124 1.228
126 N 17.0107 18.6351 15.0769  C124 1.356, C127 1.473, H131 1.010
127 C 15.7578 19.3801 15.2921  N126 1.473, H132 1.090, H133 1.090, H134 1.090
128 H 19.5385 17.8368 15.2974  C123 1.090
129 H 20.1023 18.5839 13.8185  C123 1.090
130 H 19.0592 17.1772 13.7938  C123 1.090
131 H 17.1527 17.8029 15.6313  N126 1.010
132 H 15.9491 20.4387 15.4682  C127 1.090
133 H 15.3352 19.1064 16.2588  C127 1.090
134 H 15.0342 19.2213 14.4926  C127 1.090
135 C 10.3154 14.2515 18.1471  C136 1.563, H140 1.090, H141 1.090, H142 1.090
136 C 11.6183 13.7616 18.8582  C135 1.563, O137 1.244, N138 1.372
137 O 11.5352 12.9046 19.7566  C136 1.244
138 N 12.8576 13.9870 18.3143  C136 1.372, C139 1.460, H143 1.010
139 C 13.2333 14.9165 17.2535  N138 1.460, H144 1.090, H145 1.090, H146 1.090
140 H 10.1556 15.3133 18.3347  C135 1.090
141 H 9.5958 13.7052 18.7570  C135 1.090
142 H 10.2903 13.8876 17.1200  C135 1.090
143 H 13.5941 13.5330 18.8355  N138 1.010
144 H 14.2120 15.3354 17.4874  C139 1.090
145 H 12.5347 15.7297 17.0565  C139 1.090
146 H 13.4700 14.3748 16.3377  C139 1.090

Summary:
ΔE to the lowest compared entry with this formula, charge and spin in kJ/mol: 142.4
Kohn-Sham gap in eV: 9.76
LUMO level in eV: 0.2